{"formula": "C5H13N2", "method": "ωB97M-V/def2-TZVPD", "lumo_ev": -3.746, "homo_energy_ha": -0.491, "e_above_lowest_kj_mol": 310.9, "e_tot_ev": -8367.5878, "total_charge": 1, "homo_lumo_gap_ev": 9.627, "elements": ["H", "H", "H", "C", "H", "C", "H", "H", "H", "N", "H", "H", "N", "C", "C", "H", "H", "H", "H", "C"], "xyz": [[1.69, 3.09, 1.44], [-0.24, -1.54, 2.00], [-0.27, -0.99, -2.36], [-1.72, -0.77, -0.20], [0.54, -2.45, -1.68], [0.30, -1.46, -1.44], [-2.18, -0.56, 0.79], [0.97, 4.28, 0.59], [-0.54, 3.16, -0.64], [0.12, 1.26, 0.20], [-0.38, -3.01, 0.93], [0.78, 0.76, 0.75], [1.03, 3.34, 0.74], [-0.47, -1.24, -0.19], [0.19, 2.56, 0.02], [-1.95, -0.02, -0.99], [1.29, -0.96, -1.42], [1.12, -2.14, 1.01], [-0.40, 0.50, -0.14], [0.13, -1.97, 0.99]], "mulliken_charge": [0.210, 0.338, 0.277, -1.030, 0.417, -1.037, 0.327, 0.227, 0.301, -0.183, 0.369, 0.248, -0.286, 0.692, 0.255, 0.429, 0.312, 0.452, 0.153, -1.472]}